No. 1
A cluster of 2 separate species, CH5FN2 in total, computed with ωB97M-V with the def2-TZVPD basis set.

XYZ file:
```
9
Properties=species:S:1:pos:R:3:forces:R:3
F -1.00870 0.98162 1.41262 0.21 -0.84 -0.52
N -0.51013 -0.52330 -0.09129 -1.78 -1.39 3.49
N 0.24477 -1.20735 0.67422 3.74 4.11 -1.92
C -0.04086 0.55663 -0.81875 1.78 1.81 -4.61
H -0.49595 0.46030 -1.92125 1.02 -0.19 2.19
H -0.01626 -1.82706 1.41393 -1.17 -0.36 -0.12
H 1.20154 -0.69023 0.82130 -1.90 -1.57 0.14
H -0.49658 1.51610 -0.50708 0.20 -0.84 0.47
H 1.12216 0.73330 -0.98371 -2.10 -0.73 0.89
```
Positions in Å, forces in eV/Å.

Its charge is 0. Its energy is -6811.4859 eV. Its gap between HOMO and LUMO (alpha / beta) is 8.417 / 8.408 eV. Its LUMO energy (alpha / beta) is -0.035 / -0.035 hartree. The strongest force on any atom comes out at 5.9 eV/A. The calculation puts the energy relative to the best compared isomer or geometry (same formula, charge and spin) at 380.2 kJ/mol.

These are the Mulliken partial charges, in e, on atoms 1 to 8:
1. F -0.716
2. N -0.023
3. N -0.121
4. C -0.572
5. H 0.245
6. H 0.273
7. H 0.299
8. H 0.307


No. 2
A cluster of 8 separate species, C38H93N5O8 in total, computed with ωB97M-V with the def2-TZVPD basis set.

XYZ file:
```
144
Properties=species:S:1:pos:R:3:forces:R:3
O -4.59882 0.56519 6.64161 -0.22 0.35 -1.10
O 7.25617 -3.48744 4.83981 -1.46 0.18 -1.58
O 4.08845 1.05541 9.95478 0.75 -0.09 -0.65
O 4.98084 8.41809 -4.43813 0.40 -0.23 0.63
O 8.79547 -2.04359 5.38383 -0.46 1.27 -1.14
O 7.28790 -1.45528 3.81633 -0.52 0.25 -0.74
O 4.50368 -6.37916 -2.22314 -0.08 -0.31 -1.77
O 1.71724 0.40271 0.00689 -0.56 0.01 0.40
N 5.41852 -3.86474 -3.94909 1.52 -0.89 -0.56
N -3.40767 -7.91266 -4.32576 1.45 -0.60 0.03
N 4.34762 3.37632 7.62548 -0.68 -0.78 -0.82
N -5.70007 5.56296 0.59196 -0.29 1.51 0.37
N 2.78350 6.06025 -4.23170 0.51 -1.36 0.53
C -7.09148 3.52394 1.00798 -0.79 0.03 0.08
C -7.14888 5.01896 0.85655 1.93 -0.60 -1.23
C 4.47312 -5.05669 -1.76041 -0.46 -0.02 0.68
C -5.04668 3.29523 -0.38533 0.59 0.38 0.49
C -4.27330 -5.89738 -2.17517 0.67 -1.13 -0.38
C 5.34249 2.30892 8.34211 -1.27 -0.44 -2.30
C -3.37131 6.08065 1.83675 0.16 -0.50 -1.26
C 1.77577 5.14057 -4.96687 1.22 0.04 0.53
C -2.53253 -0.45979 6.85283 1.44 -1.29 0.61
C 5.93155 -5.15772 -4.79769 -1.10 2.74 1.33
C -2.10580 -8.59482 -3.85347 -0.49 1.45 -0.57
C 4.04515 -3.48437 -4.41240 0.86 -0.15 0.10
C -3.93427 -0.60647 6.33474 -0.63 2.19 3.17
C -2.75678 6.29350 3.19262 -0.57 -0.47 1.49
C -5.89304 7.08498 0.28325 0.18 -1.82 0.80
C 3.58332 8.57816 -4.32829 0.48 -1.21 -1.03
C 0.85751 0.25809 1.09907 1.11 0.12 -1.38
C -3.07099 -5.66453 -3.08324 0.13 0.16 0.61
C 4.70968 0.85006 8.64006 -0.97 1.90 1.66
C 3.05218 3.63619 8.42946 1.39 0.14 -0.48
C -4.77966 5.45910 1.90215 -1.01 0.35 -0.82
C -5.07985 4.86560 -0.61480 -0.39 -1.28 1.54
C -4.44050 -8.17387 -3.24798 -0.19 -0.54 -0.63
C -4.44268 -10.71565 -6.98707 0.84 -0.10 0.53
C 6.42374 -2.65258 -4.15176 -2.10 -1.59 -0.74
C -4.37736 -9.97097 -5.60685 -1.39 0.10 -1.44
C 4.17690 5.36845 -4.21136 -1.00 0.23 -0.42
C -3.81613 -8.52318 -5.76952 -0.57 -0.50 1.98
C 3.92180 2.79810 6.26320 1.00 -0.11 0.35
C 7.79677 -2.36886 4.68856 2.78 -1.65 3.81
C -4.24297 -7.43986 -1.90589 -0.97 1.44 -0.60
C 2.29027 6.16028 -2.77609 0.59 0.96 -0.39
C 5.50146 -4.15809 -2.44387 0.57 0.11 0.17
C 5.06395 4.73631 7.31681 -0.75 -1.92 2.03
C -3.97331 -1.01182 4.94819 -0.37 -0.64 -3.17
C -6.42904 2.71996 -0.12929 -0.27 1.18 0.34
C 2.89934 7.35748 -4.98777 -1.43 0.68 0.22
C -3.20643 -6.38929 -4.42874 0.59 -0.83 0.32
H -6.52474 1.70198 0.24841 0.81 -0.18 -0.48
H 4.52851 -5.18790 -0.67976 1.08 1.21 0.21
H -3.40095 -10.85529 -7.27588 -0.13 -0.23 -0.54
H 6.34219 -2.48145 -5.22515 0.42 0.28 0.07
H 5.77922 2.79781 9.21294 -0.35 -0.27 0.07
H 2.39501 2.77063 8.51337 0.42 -0.16 -0.31
H -2.75618 5.36680 1.28890 0.19 -0.01 -0.12
H -4.20553 -5.30477 -1.26285 0.00 -0.14 -0.05
H 4.43536 5.15183 -5.24788 0.02 0.18 0.03
H -4.43894 3.04786 0.48505 0.43 0.20 -0.13
H -7.60428 5.52738 1.70639 0.18 0.12 -0.21
H 6.86006 -5.40087 -4.28111 -0.31 -0.66 -0.36
H -1.67650 6.42779 3.24780 -0.11 0.14 -0.56
H 0.60741 1.19641 1.59416 -0.08 0.74 0.38
H -4.91342 7.54050 0.13855 -0.31 0.00 -0.08
H -2.26378 -6.37440 -4.97581 -0.31 0.78 -0.45
H 1.41571 6.80359 -2.67915 -0.41 -0.49 -0.57
H -5.39015 5.96462 2.65038 -0.01 -0.13 0.11
H 3.36873 -4.22525 -3.98620 -0.20 0.42 -0.05
H 5.13322 5.17160 8.31372 0.39 0.36 -0.20
H 5.31796 8.42662 -3.53931 0.54 0.13 -0.09
H -1.30204 -8.40063 -4.56366 -0.28 -0.36 -0.41
H 5.94155 -1.83946 -3.60915 0.58 0.06 0.07
H -2.97759 -8.47361 -6.46414 0.40 0.00 0.54
H -4.46966 -9.25323 -3.09885 -0.08 0.07 -0.03
H -4.56984 -7.84655 -6.17224 -0.15 -0.08 0.21
H 3.38604 3.90251 9.43231 -0.29 0.33 -0.11
H -3.90346 -10.60702 -4.85921 0.54 0.20 -0.25
H -3.31243 7.01523 1.27890 -0.33 0.03 -0.09
H 4.28782 -7.03466 -1.55582 -0.01 0.32 0.24
H 1.25377 -0.38403 1.88569 0.28 -0.37 0.47
H -6.62945 3.30418 1.97044 -0.08 -0.49 -0.03
H 3.52503 -4.52287 -1.82565 -0.63 -0.40 -0.58
H 2.15732 5.15981 -2.36441 -0.11 0.13 -0.20
H 5.41709 0.02174 8.60063 0.62 0.53 0.24
H 3.35480 9.43233 -4.96569 -0.59 0.12 0.33
H -3.54743 -1.96698 4.64099 0.05 -0.68 0.66
H -2.90427 -4.59232 -3.18659 -0.10 0.00 -0.73
H 6.52380 -4.52008 -2.33482 -0.07 -0.08 0.28
H 3.31111 8.71554 -3.28180 -0.45 0.22 -0.20
H -5.01507 -10.28059 -7.80633 0.22 0.85 0.28
H 5.45144 -3.15287 -2.02538 -0.13 -0.21 0.49
H 1.94540 4.13228 -4.58915 -0.41 0.13 0.48
H 6.05474 2.27335 7.51777 0.45 -0.46 0.42
H 3.28645 7.11725 -5.97798 0.56 0.05 0.24
H 3.57906 3.55922 5.56225 -1.14 0.18 0.80
H 3.00208 6.71895 -2.16838 0.51 -0.40 -0.22
H 5.06635 -5.81885 -4.74831 0.67 -0.46 0.21
H -2.31427 -9.65442 -3.70554 0.26 0.30 0.17
H 3.87266 0.47326 8.05224 0.22 0.71 -0.91
H -7.65940 5.15511 -0.09682 -0.21 0.81 0.15
H -2.44383 -0.08667 7.87313 -0.53 0.78 -0.21
H -6.88544 2.77056 -1.11784 -0.99 0.07 0.27
H 2.56720 4.42746 7.85780 -0.22 0.07 0.51
H -5.05847 -7.69337 -1.22855 -0.12 -0.33 -0.24
H 4.39602 5.35039 6.71276 0.35 -0.28 -0.22
H 3.29315 1.93647 6.48786 -0.20 0.38 -0.58
H -2.04211 -1.41977 7.01414 0.27 -0.73 -0.51
H -2.19037 -5.97638 -2.52168 0.24 -0.24 -0.20
H -6.37923 7.42204 1.19874 0.10 0.53 -0.26
H -6.55739 7.19242 -0.57419 0.19 -0.04 0.07
H 4.90629 6.05999 -3.78962 -0.22 -0.23 0.03
H -3.33176 -7.69727 -1.36595 0.09 -0.16 -0.28
H 6.57361 -1.98495 3.45463 -0.48 0.11 -0.38
H 3.88129 -2.45229 -4.10245 -0.48 -0.25 0.20
H 6.05008 4.47067 6.93591 -0.24 0.40 -0.31
H -4.92853 -11.68961 -6.92844 0.30 -0.12 0.60
H -4.73231 4.39151 2.11693 0.06 0.23 0.19
H -4.08545 -6.02201 -4.95838 0.30 0.10 -0.29
H -5.42365 -9.96519 -5.30134 -0.01 0.58 0.39
H -5.31557 -7.88791 -3.83157 -0.69 0.11 0.90
H -3.23839 7.10428 3.73924 0.06 0.24 -0.15
H -2.95396 5.42239 3.81743 0.07 -0.22 0.05
H -3.43474 -0.36951 4.25142 -0.02 0.85 0.12
H -5.70674 5.09048 -1.47767 0.16 0.24 -0.02
H 2.02681 5.03027 -6.02182 -0.07 0.73 -0.04
H -1.78171 -8.02424 -2.98312 -0.25 -0.68 0.34
H -5.02079 -1.02540 4.64703 -0.13 0.05 -0.22
H -4.09705 5.33619 -0.64250 0.05 -0.37 -0.62
H 4.01514 -3.54057 -5.50054 0.05 0.02 0.06
H 0.77589 5.52677 -4.76892 0.15 -0.19 -0.20
H 1.86735 7.63447 -5.20311 -0.21 0.14 0.19
H -5.15639 -5.59494 -2.73800 -0.36 -0.14 0.28
H -1.89863 0.07986 6.14923 -0.02 0.42 0.07
H -4.47577 -1.36337 6.90220 0.18 -1.11 0.37
H 4.09782 4.41632 -3.68668 -0.03 0.27 0.25
H 6.07514 -4.79337 -5.81491 0.16 -0.10 0.12
H -8.14923 3.26391 1.04856 -0.01 -0.40 0.38
H -4.60304 2.79800 -1.24791 0.20 0.27 -0.02
H 7.43257 -2.92943 -3.84565 -0.29 0.08 0.13
H 4.77407 2.50049 5.65233 0.54 -0.59 0.73
H 4.14851 0.25675 10.48405 0.01 -0.17 0.00
H -0.11531 -0.16955 0.85649 -0.67 -0.37 -0.28
```
Positions in Å, forces in eV/Å.

Its charge is +2. Its energy is -64714.0491 eV. Its gap between HOMO and LUMO is 1.924 eV. Its LUMO energy is -0.139 hartree. The strongest force on any atom comes out at 5.0 eV/A.

These are the Mulliken partial charges, in e, on atoms 1 to 8:
1. O -0.938
2. O -0.717
3. O -0.512
4. O -0.516
5. O -0.743
6. O -0.470
7. O -0.518
8. O -0.937